Entry 1:
A structure of composition C14H27AlClIN2O2P2. Source: OMol25; level of theory: ωB97M-V/def2-TZVPD.

Computed properties:
charge: +2
HOMO-LUMO gap: 6.67 eV
highest occupied orbital energy: -14.51 eV
LUMO level: -0.2881 Eh
F_max: 4.4 eV/Å

Geometry (Å):
C: 0.003 1.141 -5.222
C: -0.011 0.407 -3.958
H: 0.014 2.223 -5.041
H: -0.881 0.875 -5.812
H: 0.886 0.855 -5.805
O: 0.027 0.978 -2.808
I: -0.113 -1.786 -4.059
Al: -0.020 -0.596 -1.676
P: 2.247 -0.105 -0.957
C: 2.649 1.355 0.065
C: 3.104 -1.488 -0.142
H: 4.191 -1.370 -0.245
H: 4.297 0.257 -2.185
H: 2.782 -2.428 -0.603
H: 3.077 -0.578 -3.198
H: 2.231 1.256 1.075
H: 2.831 -1.515 0.918
C: 3.235 0.217 -2.460
H: 3.741 1.482 0.143
H: 2.939 1.176 -2.906
H: 2.217 2.249 -0.404
P: -2.262 -0.038 -0.960
C: -2.637 1.401 0.099
C: -3.236 0.366 -2.452
H: -2.855 -2.356 -0.656
H: -4.243 -1.267 -0.304
H: -2.908 -1.466 0.880
C: -3.162 -1.416 -0.185
H: -3.073 -0.384 -3.235
H: -4.300 0.391 -2.181
H: -3.727 1.529 0.192
H: -2.208 2.302 -0.357
H: -2.936 1.350 -2.836
H: -2.206 1.278 1.099
Cl: -0.008 -2.727 -1.001
N: 0.143 0.846 6.137
C: -0.059 -0.396 5.582
O: -0.306 -1.395 6.248
C: -0.032 -0.424 4.084
C: -0.016 0.731 3.294
C: 0.020 0.597 1.900
N: -0.003 -0.585 1.273
C: -0.049 -1.695 2.030
C: -0.063 -1.660 3.423
H: 0.229 0.865 7.140
H: 0.621 1.567 5.621
H: -0.049 1.738 3.703
H: 0.062 1.493 1.272
H: -0.074 -2.646 1.504
H: -0.110 -2.599 3.968

Entry 2:
A structure of composition C3H2NS2. Source: OMol25; level of theory: ωB97M-V/def2-TZVPD.

Computed properties:
charge: -1
HOMO-LUMO gap: 6.78 eV
highest occupied orbital energy: -3.17 eV
LUMO level: 0.1325 Eh
F_max: 4.3 eV/Å

Geometry (Å):
C: 0.312 1.445 0.660
C: -0.559 0.398 -1.234
C: 0.151 2.787 0.498
N: -0.126 0.300 0.001
S: -0.547 2.135 -1.604
S: 0.200 4.307 1.043
H: 0.857 1.077 1.537
H: -1.248 -0.275 -1.781

Entry 3:
A cluster of 12 separate species, C14H52N6O12 in total. Source: OMol25; level of theory: ωB97M-V/def2-TZVPD.

Computed properties:
HOMO-LUMO gap: 9.78 eV
highest occupied orbital energy: -9.65 eV
LUMO level: 0.0049 Eh
F_max: 7.4 eV/Å
SMILES: NC(N)=O.NC(N)=O.NC(N)=O.CC(C)O.CO.CO.CO.CO.CO.CO.CO.CO

Geometry (Å):
N: 2.879 6.679 0.306
C: 2.552 5.864 1.283
N: 1.323 5.627 1.526
O: 3.394 5.280 1.923
H: 2.226 7.130 -0.318
H: 3.870 6.792 0.148
H: 1.151 4.897 2.202
H: 0.521 6.144 1.193
N: -1.838 -6.639 4.270
C: -1.858 -5.953 3.165
N: -0.694 -5.844 2.721
O: -2.893 -5.571 2.609
H: -0.944 -6.920 4.647
H: -2.706 -6.967 4.667
H: -0.461 -5.292 1.908
H: -0.004 -6.281 3.316
N: -7.453 1.214 0.089
C: -7.002 2.464 0.037
N: -6.089 2.567 0.982
O: -7.274 3.317 -0.790
H: -7.132 0.583 0.809
H: -8.051 0.892 -0.657
H: -5.626 3.465 0.979
H: -5.904 1.707 1.477
C: 0.013 -0.128 0.780
C: 0.392 -0.589 -0.636
C: 0.743 0.609 -1.524
O: 1.518 -1.474 -0.613
H: -0.459 -0.970 1.287
H: -0.664 0.720 0.669
H: 0.873 0.208 1.359
H: -0.450 -1.003 -1.192
H: -0.142 1.244 -1.554
H: 0.999 0.322 -2.544
H: 1.611 1.175 -1.187
H: 2.156 -1.098 -0.001
C: 6.878 -0.069 0.995
O: 5.582 0.488 1.266
H: 7.449 0.358 0.170
H: 7.533 0.159 1.836
H: 6.855 -1.151 0.865
H: 5.538 1.440 1.383
C: -4.365 -0.321 -4.987
O: -3.746 -1.373 -5.675
H: -5.337 -0.005 -5.365
H: -4.436 -0.661 -3.953
H: -3.659 0.507 -5.041
H: -4.420 -1.990 -5.969
C: 2.534 -4.357 -6.004
O: 3.140 -4.577 -4.733
H: 1.471 -4.435 -5.776
H: 2.725 -3.355 -6.386
H: 2.739 -5.129 -6.746
H: 2.819 -3.943 -4.087
C: -7.124 -1.616 4.439
O: -5.993 -1.512 3.719
H: -7.859 -2.203 3.887
H: -6.969 -2.135 5.385
H: -7.586 -0.653 4.655
H: -5.679 -2.413 3.615
C: -0.415 5.200 -6.042
O: 0.695 4.426 -6.475
H: -0.296 5.289 -4.963
H: -0.576 6.141 -6.570
H: -1.320 4.663 -6.326
H: 0.334 3.758 -7.062
C: -2.076 3.865 6.357
O: -0.793 3.333 6.393
H: -2.692 3.810 7.254
H: -1.923 4.936 6.222
H: -2.634 3.436 5.525
H: -0.786 2.490 6.852
C: 6.294 0.540 -5.227
O: 7.467 1.083 -5.866
H: 5.464 0.388 -5.917
H: 6.496 -0.416 -4.744
H: 6.038 1.189 -4.390
H: 7.833 0.372 -6.396
C: 4.484 -4.708 4.879
O: 3.729 -5.863 5.287
H: 5.290 -4.925 4.179
H: 3.828 -4.016 4.351
H: 4.807 -4.085 5.713
H: 4.087 -6.129 6.137

Entry 4:
An isolated molecule of C3H4N2O. Source: OMol25; level of theory: ωB97M-V/def2-TZVPD.

Computed properties:
HOMO-LUMO gap (alpha / beta): 8.38 / 8.38 eV
highest occupied orbital energy (alpha / beta): -8.79 / -8.79 eV
LUMO level (alpha / beta): -0.0151 / -0.0151 Eh
F_max: 0.7 eV/Å
SMILES: C=C=C(N)N=O

Geometry (Å):
C: 1.670 1.023 0.175
C: 0.446 0.588 0.095
C: -0.559 -0.230 -0.105
N: -1.936 -0.037 -0.186
N: -0.233 -1.641 -0.343
O: 0.936 -1.912 -0.390
H: 2.223 1.036 1.111
H: 2.187 1.345 -0.726
H: -2.311 0.728 0.354
H: -2.424 -0.901 0.015

- What is the F_max in the second record?
  4.3 eV/Å

- Which value of F_max does entry 2 give?
  4.3 eV/Å

- Which formula does entry 2 have?
  C3H2NS2

- Which formula does entry 4 have?
  C3H4N2O